No. 1
This record from the Open Molecules 2025 dataset describes a cluster of 2 separate species, C5H5NO in total at a distorted geometry. The level of theory is ωB97M-V with the def2-TZVPD basis set.

```
12
Properties=species:S:1:pos:R:3:forces:R:3
O 1.466287 1.088378 1.236815 0.0 0.0 0.0
C 0.645526 0.106239 1.333039 0.0 -0.2 -0.2
C -0.505096 0.113855 0.388341 -0.1 0.1 0.2
C 0.671838 0.517448 -1.260459 -0.2 -0.2 -0.6
C 0.179704 0.115271 -2.297935 0.2 0.2 0.5
C -1.326783 -1.058337 0.237976 -0.5 -0.9 -0.1
N -1.964184 -2.019320 0.127250 0.7 1.0 0.1
H 1.332979 0.980728 -0.473934 -0.1 0.0 0.0
H 1.015117 -0.916992 1.542113 0.0 0.1 0.0
H -0.237284 0.252702 2.101265 0.0 0.0 0.0
H -1.007378 1.069969 0.262568 0.1 -0.1 0.0
H -0.270724 -0.249941 -3.197039 0.1 0.0 0.1
```
Forces are in eV/Å.

The HOMO energy (spin up / spin down) is -9.533 / -9.536 eV. The HOMO-LUMO gap (spin up / spin down) comes out at 0.283 / 0.283 hartree. The value obtained for the relative energy (zero: lowest compared OMol25 entry of this formula, charge and spin) is 619.7 kJ/mol.



No. 2
This record from the Open Molecules 2025 dataset describes a structure of composition C18H29CuNSe2Si. The level of theory is ωB97M-V with the def2-TZVPD basis set.

```
52
Properties=species:S:1:pos:R:3:forces:R:3
Cu 1.047859 1.058233 0.748304 -0.2 -0.8 -0.3
C 2.384633 1.711076 2.313126 0.0 0.3 -0.1
C 2.795053 2.267542 1.062385 -0.1 0.3 0.3
C 1.742240 3.088803 0.604410 0.1 0.1 0.3
C 0.701781 3.098487 1.603893 0.3 0.0 0.1
C 1.103804 2.267025 2.656662 0.2 0.1 -0.2
H 2.962915 1.033084 2.922996 -0.1 0.0 -0.1
H 3.750176 2.121916 0.584071 -0.1 -0.1 -0.1
H 1.746319 3.688090 -0.290842 0.0 -0.1 -0.1
H -0.199361 3.688437 1.556476 -0.1 -0.1 -0.1
H 0.555604 2.066097 3.564130 0.0 -0.1 -0.1
C 0.315266 1.745203 -4.213168 0.0 0.0 0.0
Se -0.111052 2.073978 -2.348385 -0.2 0.1 0.0
C -1.386251 0.600725 -2.122639 0.0 0.0 0.0
C -2.789621 1.041861 -1.754419 0.1 0.0 0.0
Se -2.787908 2.351069 -0.303220 0.0 0.0 0.1
C -4.275031 1.592381 0.690294 0.1 0.0 0.1
H 0.655760 0.718870 -4.331340 0.0 0.0 0.0
H 1.119849 2.426117 -4.479368 0.0 0.0 0.0
H -0.552651 1.942884 -4.835774 0.0 0.0 0.0
H -0.967332 -0.049901 -1.358140 0.0 0.0 0.1
H -1.401124 0.066755 -3.072967 0.0 0.0 0.0
H -3.347849 0.178423 -1.389908 -0.1 0.0 0.0
H -3.316034 1.473115 -2.602681 0.0 0.0 -0.1
H -5.208741 1.747322 0.157854 0.0 0.0 0.0
H -4.312837 2.106298 1.648816 0.0 0.0 0.0
H -4.095160 0.533353 0.862940 0.0 0.0 0.0
C 1.841125 -3.467362 -0.560933 -0.1 -0.2 0.1
Si 1.888220 -1.602741 -0.444170 -0.1 0.1 0.1
C 1.859390 -0.984115 -2.204949 0.0 0.1 -0.2
C 3.567046 -1.202547 0.262517 0.2 0.1 0.1
N 0.660481 -0.773049 0.487643 -0.6 -0.1 0.3
C -0.421872 -1.319833 1.214504 0.3 0.1 -0.2
C -1.195164 -0.507813 2.063459 0.0 0.1 0.0
C -2.254923 -1.007524 2.802342 0.0 0.0 0.0
C -2.620408 -2.344443 2.713170 0.1 0.0 0.0
C -1.890795 -3.161807 1.862831 0.0 0.0 0.0
C -0.818751 -2.666111 1.133180 0.0 0.0 -0.1
H 2.726958 -3.763741 -1.132181 0.0 0.0 0.0
H 0.965452 -3.840522 -1.098374 0.1 0.0 0.0
H 1.887973 -3.962549 0.413104 0.0 0.0 -0.1
H 2.643635 -1.483611 -2.786301 -0.1 0.1 0.0
H 2.032424 0.097164 -2.246062 0.0 -0.2 0.0
H 0.896422 -1.193741 -2.685944 0.1 0.0 0.0
H 4.335334 -1.774334 -0.269995 0.0 0.1 0.1
H 3.625071 -1.459994 1.325267 0.0 0.0 -0.1
H 3.802977 -0.141757 0.155032 0.0 -0.1 0.0
H -0.957711 0.545939 2.141657 0.0 0.0 0.0
H -2.807897 -0.336442 3.451200 0.0 0.0 0.0
H -3.448103 -2.736442 3.289334 0.0 0.0 0.0
H -2.154997 -4.209210 1.760616 0.0 0.1 0.0
H -0.292211 -3.340647 0.479553 0.0 0.0 0.0
```
Forces are in eV/Å.

The spin multiplicity is 2. The HOMO energy (spin up / spin down) is -7.456 / -7.239 eV. The HOMO-LUMO gap (spin up / spin down) comes out at 0.292 / 0.211 hartree. As for the expectation value of S²: 0.758.